# C16H24Ag2F12O8

C16H24Ag2F12O8 as an isolated structure (ωB97M-V/def2-TZVPD, OMol25).

## Properties
lowest unoccupied orbital energy = 0.6 eV
electronic energy = -73959.329 eV
multiplicity = 1
relative energy (zero: lowest compared OMol25 entry of this formula, charge and spin) = 8.790 eV
E_HOMO = -0.090 hartree
net charge = -2
Kohn-Sham gap = 3.01 eV

Each line ends with the natural charge from an NBO analysis.
Atoms and positions in Å:
Ag 0.46672 0.63112 -0.35066  0.9024
Ag -2.87037 -2.17910 0.14402  0.8300
C 2.81884 -3.27421 -0.62928  0.3068
O 3.37686 -2.02840 -0.08708  -0.5584
O 1.62138 -2.87841 -1.18945  -0.9117
C 3.84074 -4.14536 -1.56796  0.9093
F 5.03580 -4.31796 -1.01321  -0.3496
F 3.39708 -5.37746 -1.79426  -0.3456
F 3.96087 -3.57048 -2.71551  -0.3168
C 4.51928 -2.21583 0.79524  -0.0829
C 4.76255 -0.86041 1.39866  -0.6136
H 5.63536 -0.88342 2.05117  0.1913
H 4.91277 -0.11895 0.61395  0.2111
H 3.85582 -0.60160 1.94541  0.2041
H 5.44846 -2.34423 0.24005  0.1505
H 4.60233 -3.04436 1.49862  0.1658
H 2.55988 -3.93619 0.19705  0.0915
C 1.81424 4.80504 -1.87767  0.2916
O 2.57367 3.63908 -2.00404  -0.5525
O 1.09565 4.59979 -0.67578  -0.8871
C 2.63620 6.17320 -2.04182  0.9121
F 3.82244 6.02207 -1.53081  -0.3361
F 2.92089 6.60055 -3.30867  -0.3645
F 2.10726 7.21587 -1.36930  -0.3351
C 3.32828 3.44246 -3.24001  -0.0703
C 3.92049 2.01744 -3.42435  -0.6253
H 4.40676 1.90792 -4.39370  0.1986
H 4.59459 1.88056 -2.57880  0.2119
H 3.05325 1.36344 -3.51533  0.2081
H 4.19598 4.10097 -3.27948  0.1533
H 2.68522 3.64698 -4.09602  0.1533
H 1.11875 4.70974 -2.71152  0.0907
C -1.77884 -0.70807 5.65088  0.2846
O -2.92655 -0.15175 6.26201  -0.5545
O -1.77898 -0.12792 4.34771  -0.8669
C -0.55121 -0.49314 6.55446  0.9133
F 0.53994 -0.99349 6.03703  -0.3263
F -0.28097 0.83739 6.56874  -0.3410
F -0.63616 -0.95955 7.81553  -0.3489
C -3.53321 -0.70395 7.41336  -0.0585
C -4.99271 -0.13220 7.20049  -0.6109
H -5.64928 -0.54685 7.96540  0.1714
H -5.02944 0.95538 7.26322  0.2073
H -5.40367 -0.35725 6.21633  0.2120
H -3.11392 -0.44455 8.38548  0.1554
H -3.54318 -1.79377 7.43036  0.1442
H -2.04167 -1.76580 5.63514  0.0873
C -4.05122 0.41687 -3.43280  0.3002
O -3.77019 -1.02135 -3.42812  -0.5712
O -3.75777 0.84186 -2.13831  -0.8537
C -3.32978 1.03404 -4.75554  0.9042
F -2.06826 0.86319 -4.78855  -0.3132
F -3.81133 0.63973 -5.93358  -0.3474
F -3.49618 2.36023 -4.65790  -0.3452
C -4.65121 -1.81296 -4.18176  -0.0620
C -4.34035 -3.25566 -3.65374  -0.6236
H -4.80372 -3.31137 -2.66871  0.1810
H -4.88426 -4.08136 -4.11252  0.1928
H -3.26118 -3.40675 -3.67977  0.2197
H -4.46731 -1.83739 -5.25585  0.1608
H -5.70524 -1.67802 -3.93908  0.1540
H -5.10023 0.65461 -3.60936  0.1023

Cartesian forces, eV/Å:
0.39 0.20 -0.24
0.08 0.69 -0.41
-3.16 1.16 -0.54
1.84 -2.13 0.82
1.99 -1.02 -0.14
-2.41 1.73 2.06
1.33 0.03 0.40
-0.79 -1.04 0.03
0.81 1.00 -2.20
1.09 1.43 -1.57
-0.74 0.00 0.66
-0.06 0.13 0.15
0.01 -0.07 0.00
0.18 0.41 0.34
-0.06 -0.48 -0.77
-1.27 -0.14 0.23
0.67 -0.43 0.70
-3.70 -0.90 2.37
3.17 -1.65 -1.48
1.86 1.55 -2.35
-0.64 -0.76 0.79
2.41 -0.54 1.30
-1.06 -0.12 -0.38
-0.60 -0.07 -0.60
0.08 0.04 0.14
-1.49 1.19 0.46
0.38 0.40 0.13
-0.12 -0.78 -0.18
0.29 -0.60 0.71
-0.13 0.53 0.06
-0.19 0.28 -0.11
-0.35 0.86 -0.78
-1.64 0.92 -3.52
0.03 0.76 1.58
1.25 -1.88 3.19
-0.35 2.11 -1.73
1.37 -1.60 -0.58
-0.39 0.19 1.11
-0.33 0.09 0.29
-1.82 0.95 -1.53
0.55 -0.64 1.06
-0.30 0.05 0.10
0.35 -0.01 0.22
0.35 -0.39 0.02
0.20 0.61 0.01
-0.04 -0.40 -0.44
0.67 -0.96 -0.06
0.82 0.13 2.68
-0.83 0.46 -1.02
0.37 -0.35 -3.01
-1.68 0.66 3.40
3.38 -1.06 -0.11
-0.87 -0.46 -0.64
-0.70 0.99 -0.48
0.69 -2.49 0.77
-0.82 0.54 -0.04
0.72 0.19 0.61
0.21 0.11 -0.87
-0.15 -0.22 0.27
-0.10 0.58 -0.18
-0.16 0.74 -0.24
-0.64 -0.51 -0.45

***

# C16H24B2BeCl6F14N5O4S2

C16H24B2BeCl6F14N5O4S2 as an isolated structure (ωB97M-V/def2-TZVPD, OMol25).

## Properties
lowest unoccupied orbital energy = -2.5 eV
electronic energy = -169235.248 eV
multiplicity = 1
E_HOMO = -0.313 hartree
net charge = -1
Kohn-Sham gap = 6.04 eV

Each line ends with the Mulliken charge.
Atoms and positions in Å:
Be -1.80595 -0.45020 -2.47490  1.1140
B -1.27453 -2.85692 -3.74545  0.4889
F -0.65876 -3.35988 -4.87559  -0.3285
F -0.37392 -2.17547 -2.94999  -0.0991
F -2.10425 -1.76641 -4.18482  -0.4294
F -2.00711 -3.81315 -3.09403  -0.2927
B -4.58483 -2.92115 -1.83536  0.1291
F -4.75059 -3.27094 -3.14950  -0.3444
F -3.40267 -2.15483 -1.64954  0.2229
F -5.67427 -2.12386 -1.46913  -0.3661
F -4.39587 -3.98228 -0.95142  -0.3800
C -0.43675 -2.91242 0.46489  0.5858
F 0.75060 -3.23102 -0.05516  -0.1717
F -1.39440 -3.25458 -0.34564  -0.0960
F -0.64109 -3.58119 1.60395  -0.2105
S -0.77051 -1.04964 0.83475  0.0790
O -2.21491 -0.98042 0.86572  -0.4134
O -0.04052 -0.72189 2.03001  -0.4528
N -0.39947 -0.26175 -0.64214  0.3685
S 1.10539 0.11816 -0.55294  0.7979
O 1.95943 -0.74546 0.24801  -0.6097
O 1.65806 0.31529 -1.89296  -0.6775
C 1.24443 1.83985 0.37150  0.4752
F 0.95942 1.82926 1.65602  -0.1734
F 2.46906 2.32535 0.19850  -0.2185
F 0.35002 2.63166 -0.24068  -0.1776
C 4.83131 2.59075 3.14528  -0.4422
C 5.38095 1.25306 2.85074  0.3551
N 5.72791 0.19645 2.55400  -0.3953
H 5.60281 3.35432 3.07423  0.2984
H 4.24641 2.66437 4.05970  0.2704
H 4.09827 2.80087 2.36327  -0.0440
C 2.02609 3.17003 -3.66510  -0.2794
C 3.02877 2.70398 -4.62925  0.2295
N 3.82010 2.45607 -5.41812  -0.4001
H 1.71143 2.37545 -2.99058  -0.1352
H 1.23823 3.72870 -4.17029  0.3840
H 2.48521 3.99205 -3.11101  0.2430
C 0.18408 -6.41282 0.15210  -0.5437
C -1.24194 -6.47300 -0.25524  0.3487
N -2.33615 -6.56469 -0.59008  -0.3963
H 0.79062 -7.28523 -0.06904  0.3670
H 0.16624 -6.08520 1.19047  0.2077
H 0.58003 -5.57119 -0.41757  0.0474
C -4.61369 -2.13876 2.38590  -0.6798
C -5.29476 -1.28046 1.41338  0.5298
N -5.87003 -0.63943 0.65254  -0.5324
H -5.50014 -2.60631 2.82469  0.3805
H -4.11418 -1.62683 3.20491  0.2761
H -3.98197 -2.84966 1.85981  0.0973
Cl -1.33649 6.15324 3.91207  -0.2130
C -0.25059 5.33394 2.74559  0.0514
C -0.07974 6.21936 1.52454  -0.5831
Cl 0.89729 5.33170 0.36176  -0.1456
H -0.71336 4.38780 2.47633  -0.2306
H 0.71877 5.14232 3.20069  0.3657
H 0.43479 7.14795 1.77897  0.3886
H -0.98472 6.63731 1.08468  0.3275
Cl 6.57693 -0.30249 -3.10730  -0.2240
C 5.00020 -0.93332 -2.55229  0.0028
C 5.07960 -1.13428 -1.07420  -0.1157
Cl 6.30538 -2.38585 -0.54609  -0.2172
H 4.88158 -1.92465 -2.98506  0.3398
H 4.21314 -0.20951 -2.75030  -0.0089
H 4.06307 -1.34088 -0.73615  -0.0936
H 5.37619 -0.26159 -0.49461  0.3041
Cl -2.92553 3.81178 0.91821  -0.1826
C -3.21008 2.08555 1.30469  0.3171
C -3.55965 1.95606 2.79371  -0.1331
Cl -2.25365 2.35578 3.87627  -0.1774
H -2.40685 1.44591 0.94882  -0.5252
H -4.05228 1.79168 0.67765  0.4118
H -3.88769 0.93302 2.98106  -0.0999
H -4.41791 2.56055 3.08211  0.4348

Cartesian forces, eV/Å:
0.95 -4.62 0.73
-0.56 -2.68 -1.39
0.13 0.17 0.17
0.74 1.69 1.91
-1.15 2.91 1.05
0.67 0.52 -0.12
-1.61 -0.62 0.36
0.30 -0.30 -0.46
2.41 2.79 -0.41
0.10 -0.10 -0.02
-0.31 -0.12 -0.12
-0.32 0.19 -0.03
-0.52 0.49 0.47
-0.12 -0.17 -0.78
0.58 0.40 0.20
-2.29 -1.48 0.85
1.01 0.10 -0.07
-0.33 0.33 -1.31
-2.22 -0.75 0.51
6.18 0.70 -1.21
-1.53 0.68 -0.28
-1.48 0.79 0.95
-0.80 -0.67 -1.09
0.13 -0.31 0.03
-0.10 -0.18 -0.10
0.12 -0.16 -0.16
-0.31 -0.20 -0.78
-0.35 0.03 0.20
0.01 0.47 0.18
0.02 -0.05 0.25
0.47 -0.28 0.27
0.12 0.03 -0.16
0.62 0.77 -0.06
-0.57 0.39 0.24
0.26 -0.26 -0.21
-0.19 0.12 -0.16
-0.37 -0.69 -0.20
0.26 -0.33 0.41
-1.08 1.33 -0.41
0.63 -0.85 -0.10
0.07 0.02 0.14
-0.36 -0.20 0.22
0.46 -0.41 0.12
0.31 -0.11 0.02
-1.33 -0.09 -0.20
0.59 0.62 -0.12
0.10 0.31 0.54
0.44 -0.71 0.26
0.22 0.27 -0.36
0.00 -0.07 0.15
0.22 -0.09 -0.01
-0.39 0.17 -0.35
0.08 1.07 0.63
0.21 0.22 -0.44
-0.05 0.05 0.06
-0.10 0.11 0.16
0.44 -0.27 0.20
-0.33 -0.91 -0.13
0.00 0.24 -0.48
1.04 -0.35 0.69
-0.11 0.20 1.18
-0.91 0.32 -0.40
-0.36 0.32 -0.48
0.00 -0.20 -0.37
0.24 -0.74 0.26
0.11 0.19 -0.38
0.30 -0.01 -0.22
-0.79 0.11 0.28
-0.88 -0.76 -1.00
0.71 0.11 0.39
0.41 0.35 0.49
-0.29 -0.01 0.37
0.33 -0.13 -0.05
0.13 0.29 -0.34

***

The lowest Kohn-Sham gap belongs to which entry?
C16H24Ag2F12O8

***

Kohn-Sham gap of number 1 (C16H24Ag2F12O8)?
3.01 eV

***

Among the records above, which one has the highest E_HOMO?
C16H24Ag2F12O8